{
  "formula": "C36H64N13O15",
  "method": "the ωB97M-V functional and the def2-TZVPD basis",
  "symbols": ["C", "C", "C", "C", "C", "C", "N", "O", "C", "C", "C", "H", "H", "H", "H", "H", "H", "H", "H", "H", "H", "H", "H", "H", "H", "H", "H", "H", "H", "N", "C", "C", "C", "C", "H", "H", "H", "H", "H", "N", "C", "C", "C", "C", "H", "H", "H", "H", "H", "N", "C", "C", "C", "C", "H", "H", "H", "H", "H", "N", "C", "C", "C", "C", "H", "H", "H", "H", "H", "N", "C", "C", "C", "C", "H", "H", "H", "H", "H", "C", "N", "O", "O", "H", "H", "H", "C", "N", "O", "O", "H", "H", "H", "C", "N", "O", "O", "H", "H", "H", "C", "N", "O", "O", "H", "H", "H", "C", "N", "O", "O", "H", "H", "H", "C", "N", "O", "O", "H", "H", "H", "C", "N", "O", "O", "H", "H", "H"],
  "positions_angstrom": [[0.10, -0.96, 2.13], [-0.56, -0.19, 0.98], [-0.62, 1.31, 1.18], [0.70, 1.86, 0.67], [0.92, 1.56, -0.86], [1.12, 0.05, -1.05], [0.13, -0.65, -0.31], [-0.53, -1.63, -0.93], [2.56, -0.38, -0.36], [1.11, -0.30, -2.42], [-2.05, -0.62, 0.82], [0.24, -1.99, 2.04], [-0.48, -0.88, 3.15], [1.12, -0.59, 2.23], [-0.67, 1.55, 2.45], [-1.41, 1.85, 0.80], [1.54, 1.49, 1.41], [0.47, 2.83, 0.77], [1.88, 1.96, -1.06], [0.04, 1.90, -1.44], [2.68, -0.22, 0.64], [3.49, 0.30, -0.73], [2.77, -1.29, -0.62], [-0.07, -0.02, -2.85], [1.24, -1.43, -2.38], [1.68, 0.26, -3.12], [-2.53, -0.53, -0.13], [-2.94, -0.34, 1.51], [-2.32, -1.69, 0.92], [5.58, 3.72, 1.86], [6.88, 3.92, 1.52], [7.28, 2.76, 0.63], [6.05, 1.89, 0.55], [4.95, 2.52, 1.41], [4.95, 4.47, 2.41], [7.36, 4.91, 1.83], [8.33, 2.63, 0.29], [6.07, 1.00, -0.15], [3.83, 2.30, 1.64], [-0.34, 5.12, -4.23], [-0.93, 4.13, -3.48], [-0.61, 2.77, -4.02], [0.19, 3.11, -5.25], [0.34, 4.62, -5.28], [-0.32, 6.13, -3.88], [-1.45, 4.44, -2.59], [-1.06, 1.73, -3.63], [0.53, 2.32, -6.09], [0.69, 5.43, -6.01], [2.84, 3.58, 4.39], [1.58, 3.28, 4.06], [1.26, 1.90, 4.47], [2.65, 1.51, 5.22], [3.59, 2.58, 5.03], [3.23, 4.56, 4.18], [1.01, 3.85, 3.34], [0.31, 1.44, 4.30], [2.81, 0.65, 5.73], [4.56, 2.70, 5.21], [-2.92, 2.44, 4.26], [-2.22, 3.54, 3.52], [-2.91, 3.56, 2.12], [-3.93, 2.42, 2.09], [-3.90, 1.78, 3.50], [-2.64, 2.38, 5.19], [-1.72, 4.21, 3.99], [-2.79, 4.08, 1.37], [-4.46, 2.14, 1.28], [-4.40, 1.02, 3.84], [3.69, 1.54, -4.70], [3.48, 2.73, -4.09], [4.68, 2.90, -3.13], [5.44, 1.64, -3.16], [4.71, 0.86, -4.16], [3.14, 1.07, -5.43], [2.48, 3.33, -4.25], [4.93, 3.81, -2.36], [6.35, 1.26, -2.57], [4.96, -0.26, -4.46], [1.34, -6.63, 2.66], [-0.02, -6.11, 2.40], [-0.23, -4.87, 2.46], [-0.94, -6.80, 2.12], [1.44, -7.34, 3.60], [1.96, -5.75, 2.39], [1.41, -7.46, 1.89], [3.97, -4.89, -1.90], [2.85, -4.42, -1.06], [2.05, -3.69, -1.56], [2.66, -5.06, 0.03], [3.67, -5.86, -2.12], [4.78, -4.86, -1.07], [4.10, -4.15, -2.63], [-6.74, -1.22, 2.21], [-6.08, -2.15, 1.29], [-5.14, -1.84, 0.59], [-6.59, -3.28, 1.13], [-7.16, -1.75, 3.01], [-7.42, -0.60, 1.61], [-5.64, -0.68, 2.73], [-4.59, 2.50, -3.12], [-4.02, 2.07, -1.89], [-4.16, 0.87, -1.53], [-3.17, 2.80, -1.24], [-5.19, 3.00, -2.57], [-5.07, 1.62, -3.50], [-3.83, 2.98, -3.53], [-1.03, -4.77, -1.16], [-2.49, -5.07, -1.08], [-2.76, -6.27, -1.11], [-3.22, -4.15, -0.94], [-0.83, -4.31, -2.21], [-0.44, -5.74, -1.34], [-0.89, -4.32, -0.26], [-3.93, -1.63, -3.81], [-2.70, -0.96, -3.99], [-1.69, -1.54, -4.36], [-2.76, 0.31, -4.11], [-4.64, -0.86, -3.30], [-3.71, -2.49, -3.22], [-4.39, -2.04, -4.71], [-3.41, -4.45, 2.86], [-3.04, -3.41, 3.85], [-3.15, -3.81, 5.03], [-2.56, -2.38, 3.55], [-4.19, -5.10, 3.26], [-2.48, -5.19, 2.90], [-3.60, -3.82, 1.96]],
  "mulliken_charge": [-1.534, 1.699, 0.180, -0.646, -0.323, 0.407, 1.179, -0.019, -1.586, 0.303, -1.190, 0.288, 0.299, 0.332, -1.059, 0.818, -0.741, 0.947, 0.865, -0.443, 0.537, -0.040, 0.541, -0.519, 0.258, -0.209, 0.252, -0.110, 0.316, 0.026, -0.294, -0.795, -0.138, -0.301, 0.254, 0.352, 0.345, 0.370, 0.141, 0.006, -0.965, 1.157, -1.098, -0.358, 0.295, 0.634, -0.165, 0.321, 0.330, -0.072, -0.461, -0.195, -1.061, -0.668, 0.313, 0.479, 0.624, 0.532, 0.590, -0.037, -1.188, -1.011, -0.547, -0.906, 0.224, 0.915, 1.144, 0.762, 0.714, 0.100, -0.188, -0.353, -0.253, -0.452, 0.275, -0.028, 0.259, 0.390, 0.238, -0.836, 0.865, -0.422, -0.519, 0.288, 0.322, 0.325, -0.828, 0.681, -0.357, -0.470, 0.340, 0.302, 0.348, -0.616, 0.649, -0.284, -0.506, 0.340, 0.297, 0.072, -1.135, 0.777, -0.361, -0.416, 0.643, 0.281, 0.284, -0.778, 1.029, -0.589, -0.547, 0.351, 0.240, 0.253, -0.584, 1.028, -0.535, -0.553, 0.179, 0.139, 0.307, -0.097, 0.902, -0.594, -0.501, 0.323, -0.079, -0.014],
  "total_charge": 1,
  "homo_lumo_gap_ev": 4.18,
  "de_lowest_ev": 1.8473
}